This record from OMol25 describes 2 unconnected molecules or ions with the total composition C4H5NO at a distorted geometry. The level of theory is ωB97M-V with the def2-TZVPD basis set.

Calculated values
HOMO level in eV: -10.260
Energy relative to the best compared isomer or geometry (same formula, charge and spin) in kcal/mol: 46.11

XYZ file:
```
11
Properties=species:S:1:pos:R:3:nbo_charge:R:1
N 1.72394 1.70824 0.16209 -0.3125
C 1.29862 0.67370 0.46410 0.2470
C 0.55042 -1.54464 -0.08000 -0.2616
C 0.93496 -0.66340 0.84269 -0.3396
C -1.58549 1.15866 -0.60151 0.2750
O -2.12578 0.08543 -0.50077 -0.5085
H 0.28259 -2.54349 0.22158 0.2094
H 0.58408 -1.34944 -1.14924 0.2135
H 0.88194 -0.84772 1.91751 0.2455
H -1.40584 1.80798 0.27526 0.1165
H -1.13944 1.51468 -1.55172 0.1152
```